# 1
Computed, not measured: C8H22AgN6O14 as an isolated structure at a distorted geometry, with the ωB97M-V functional and the def2-TZVPD basis.

Element x y z (Å)
Ag 8.8870 -8.6980 -9.5599
N 9.3798 -5.8608 -11.5627
O 9.8869 -5.8512 -12.6287
O 8.9474 -6.8780 -11.0796
O 9.3414 -4.8328 -10.9534
N 7.5001 -10.0336 -12.4466
O 7.8435 -9.5390 -11.4071
O 7.2379 -11.1932 -12.4272
O 7.5222 -9.4737 -13.5189
N 10.9220 -6.0524 -7.9724
O 10.9120 -4.8562 -8.3739
O 11.7391 -6.4736 -7.2354
O 10.0297 -6.7866 -8.3806
N 6.2759 -7.5954 -7.6046
O 7.0124 -7.8201 -8.5852
O 6.7267 -7.0129 -6.6441
O 5.0900 -7.8919 -7.6359
C 10.0436 -11.7994 -6.3821
C 9.4620 -11.1653 -7.6496
C 7.9774 -11.5643 -7.8763
O 7.4691 -10.9371 -9.0653
C 6.1183 -11.1167 -9.1727
N 9.7164 -9.7081 -7.7034
H 9.5361 -11.3362 -5.5359
H 11.1058 -11.5602 -6.3307
H 10.0343 -12.8805 -6.2432
H 9.9434 -11.5405 -8.5527
H 7.4061 -11.2073 -7.0194
H 7.9723 -12.6542 -7.8873
H 5.6195 -11.1987 -8.2071
H 5.9328 -12.0281 -9.7411
H 5.7056 -10.2593 -9.7043
H 9.2885 -9.4598 -6.8228
H 10.6435 -9.5375 -7.3409
C 12.3620 -7.8563 -11.2759
C 11.5014 -9.0390 -11.6588
C 12.3529 -10.1565 -12.2853
O 11.5999 -11.3429 -12.5431
C 12.2891 -12.3736 -13.1792
N 10.8402 -9.7520 -10.5279
H 13.0894 -8.1552 -10.5212
H 11.7537 -7.0517 -10.8627
H 13.0576 -7.5252 -12.0470
H 10.7690 -8.7821 -12.4241
H 13.1460 -10.4725 -11.6075
H 12.8712 -9.7621 -13.1593
H 12.4836 -11.9828 -14.1780
H 11.6793 -13.2761 -13.2209
H 13.1581 -12.6946 -12.6048
H 10.7051 -10.6531 -10.9636
H 11.5728 -9.9762 -9.8697

## Properties
2S+1: 2
E_HOMO (spin up / spin down): -0.07831 / -0.06816 Ha
HOMO-LUMO gap (spin up / spin down): 6.12 / 4.20 eV
ΔE to the lowest compared entry with this formula, charge and spin: 57.9 kcal/mol
Expectation value of S²: 0.7527
Charge: -2

# 2
Computed, not measured: H14LiO7 as an isolated structure at a distorted geometry, with the ωB97M-V functional and the def2-TZVPD basis.

Element x y z (Å)
Li -0.0378 -0.3415 -0.5492
O 1.9092 0.6765 -0.9242
H 1.7912 1.2545 -1.6712
H 2.0522 1.0345 0.0318
O -0.9458 0.8095 -1.9792
H -1.4518 0.9435 -2.8092
H -0.9808 1.8025 -1.7402
O 0.0472 -2.2325 -1.7062
H 0.6022 -2.2275 -2.4592
H 0.3062 -3.1135 -1.2482
O -0.3598 1.7125 0.9488
H -1.2458 1.3425 0.5768
H -0.4288 2.6825 0.8738
O -1.9768 -0.8895 0.1558
H -2.7798 -0.3555 -0.0052
H -2.1818 -1.2165 1.0128
O 1.1322 1.0065 2.4908
H 0.6212 1.1985 1.7018
H 0.6292 1.5185 3.1218
O 0.9962 -1.6055 1.0408
H 0.4862 -2.2525 1.5158
H 1.8152 -1.7465 1.6208

## Properties
2S+1: 1
E_HOMO: -0.50210 Ha
HOMO-LUMO gap: 10.03 eV
ΔE to the lowest compared entry with this formula, charge and spin: 43.2 kcal/mol
Charge: +1

# 3
Computed, not measured: C10H10BiBrF5OTe as an isolated structure at a distorted geometry, with the ωB97M-V functional and the def2-TZVPD basis.

Element x y z (Å)
C 2.2928 -0.5108 0.1778
C 2.4374 -0.2399 1.5507
C 1.9451 -1.3526 2.2787
H 2.8909 0.6366 1.9939
C 1.4914 -2.3305 1.3425
C 1.7272 -1.8076 0.0163
H 1.5556 -2.3366 -0.9078
H 2.5909 0.1409 -0.6184
H 1.9138 -1.4536 3.3561
H 1.0882 -3.3234 1.5968
Bi -0.5967 -0.4132 0.3080
Br 0.0408 2.0566 0.0241
C -2.3493 1.2757 -3.5647
C -1.8354 0.0865 -4.1780
C -0.5047 0.3754 -4.6473
H -2.3655 -0.8486 -4.3076
C -0.2155 1.7410 -4.3192
C -1.3515 2.2818 -3.6597
H -1.4493 3.3135 -3.3060
H -3.3307 1.3868 -3.1134
H 0.1395 -0.3005 -5.1949
H 0.7076 2.2694 -4.5479
F 0.3203 -1.3150 4.8516
Te -0.9964 -0.1160 4.1984
F 0.3824 0.9957 3.4621
F -2.2571 -1.2445 5.1475
F -2.4291 1.0581 3.7687
F -0.7705 0.8934 5.8003
O -1.0722 -0.9185 2.4914

## Properties
2S+1: 1
E_HOMO (spin up / spin down): -0.12250 / -0.12260 Ha
HOMO-LUMO gap (spin up / spin down): 3.45 / 3.45 eV
ΔE to the lowest compared entry with this formula, charge and spin: 0.0 kcal/mol
Charge: -1

# 4
Computed, not measured: C2H4S2 as an isolated structure at a distorted geometry, with the ωB97M-V functional and the def2-TZVPD basis.

Element x y z (Å)
C 1.7883 0.7562 1.0358
C -1.5555 -0.7279 -0.8189
S 0.0560 0.6802 0.0742
S 2.4980 2.1297 1.1808
H 2.0624 -0.2915 1.2732
H -2.1022 0.0316 -1.3105
H -1.8395 -1.4212 0.0458
H -0.9075 -1.1571 -1.4805

## Properties
2S+1: 1
E_HOMO (spin up / spin down): -0.32163 / -0.32162 Ha
HOMO-LUMO gap (spin up / spin down): 7.79 / 7.79 eV
ΔE to the lowest compared entry with this formula, charge and spin: 74.7 kcal/mol
Charge: 0

- Number 2 is which compound?
  H14LiO7

- Which value of ΔE to the lowest compared entry with this formula, charge and spin does entry 4 give?
  74.7 kcal/mol